[1]
{
  "formula": "C31H32N8O4S3SeSr",
  "method": "the ωB97M-V functional and the def2-TZVPD basis",
  "total_charge": -2,
  "mol_weight_g_mol": 843.4,
  "homo_lumo_gap_ev": 3.619,
  "de_lowest_kj_mol": 147.1,
  "species": ["Sr", "N", "C", "C", "O", "N", "C", "C", "O", "O", "H", "H", "H", "H", "H", "H", "C", "C", "S", "C", "C", "S", "H", "H", "H", "H", "H", "H", "Se", "N", "C", "C", "C", "C", "C", "N", "C", "C", "N", "C", "C", "C", "C", "C", "N", "H", "H", "H", "H", "H", "H", "C", "C", "C", "N", "C", "S", "N", "C", "O", "C", "C", "C", "C", "C", "C", "H", "H", "H", "H", "H", "H", "H", "H", "H", "H", "H", "H", "H", "H"],
  "positions_angstrom": [[1.86598, -0.46578, 1.28316], [1.77971, -2.64119, -0.39118], [3.09740, -2.91381, -0.99283], [4.28925, -2.64815, -0.04601], [5.25174, -3.44897, -0.14942], [4.15531, -1.57484, 0.70074], [5.25831, -1.27348, 1.58861], [4.78903, -0.63799, 2.90602], [5.46790, -0.87457, 3.92327], [3.71125, 0.03128, 2.87349], [1.55164, -3.39303, 0.25103], [1.04750, -2.61864, -1.09276], [3.21193, -2.25188, -1.85429], [3.19374, -3.94596, -1.34251], [5.96084, -0.57332, 1.11341], [5.83756, -2.16532, 1.84204], [0.50583, 3.98946, 2.51641], [0.68232, 2.84229, 1.53945], [-0.35401, 1.44898, 1.83887], [1.60753, 2.96750, 0.56303], [2.42529, 4.23930, 0.47205], [2.01905, 1.73980, -0.66079], [-0.29265, 3.76279, 3.21942], [0.26039, 4.92604, 2.00258], [1.42231, 4.17085, 3.08879], [1.79070, 5.12852, 0.39205], [3.06862, 4.20885, -0.40388], [3.06088, 4.37167, 1.35586], [-2.46948, -7.09830, 4.45395], [-0.78826, -6.50281, 4.64012], [-0.69504, -5.39960, 3.95178], [0.51965, -4.60335, 3.85564], [1.69846, -4.95988, 4.51261], [2.80021, -4.14957, 4.39052], [2.70148, -2.99275, 3.61402], [1.58845, -2.64941, 2.97982], [0.51209, -3.43403, 3.08683], [-0.70169, -3.00969, 2.35971], [-0.61730, -1.89330, 1.62691], [-1.70026, -1.47033, 0.99368], [-2.92164, -2.14506, 1.04153], [-3.01339, -3.30019, 1.77833], [-1.88403, -3.75393, 2.45969], [-1.89860, -4.97012, 3.25941], [-2.94819, -5.73098, 3.39731], [1.71859, -5.86444, 5.10669], [3.73601, -4.37862, 4.88013], [3.54304, -2.31917, 3.52310], [-1.57785, -0.54049, 0.44565], [-3.77155, -1.75500, 0.49973], [-3.93567, -3.86270, 1.84461], [-3.99643, 1.16097, -0.15061], [-3.83191, 0.27993, -1.38339], [-3.52576, 1.07722, -2.64678], [-2.34335, 1.89986, -2.52662], [-1.07352, 1.48998, -2.72068], [-0.66120, -0.09073, -3.06507], [-0.13263, 2.47892, -2.58726], [-0.24746, 3.75144, -3.06828], [0.36721, 4.69722, -2.61145], [-1.10845, 3.96567, -4.29458], [-1.19107, 3.02253, -5.31423], [-1.94322, 3.29088, -6.44771], [-2.62687, 4.49461, -6.56477], [-2.54036, 5.43883, -5.55038], [-1.77195, 5.17894, -4.42505], [-4.28051, 0.58066, 0.72871], [-4.77129, 1.91857, -0.30794], [-3.06131, 1.66437, 0.10595], [-4.73858, -0.30843, -1.56387], [-3.01336, -0.42641, -1.24023], [-4.35772, 1.75004, -2.87773], [-3.37939, 0.40366, -3.49192], [-2.45373, 2.81889, -2.12950], [0.73800, 2.21735, -1.92477], [-0.66626, 2.07981, -5.21335], [-1.99750, 2.55598, -7.24154], [-3.22115, 4.69857, -7.44747], [-3.06642, 6.38151, -5.64164], [-1.66420, 5.91251, -3.63622]],
  "forces_ev_per_a": [[0.475, 0.386, 0.078], [-0.003, 0.003, 0.068], [0.061, -0.013, -0.008], [-0.020, 0.032, -0.195], [-0.001, 0.038, 0.021], [-0.298, -0.246, 0.099], [0.109, -0.120, -0.022], [0.129, -0.044, 0.004], [0.014, 0.076, 0.053], [-0.295, -0.042, 0.007], [-0.035, 0.029, 0.018], [0.041, 0.012, -0.048], [-0.008, 0.003, 0.003], [-0.007, 0.009, -0.018], [0.003, 0.032, 0.031], [0.025, 0.006, -0.044], [0.000, 0.042, 0.008], [0.124, 0.113, -0.110], [-0.298, -0.137, -0.067], [-0.033, -0.007, -0.025], [0.021, 0.047, 0.017], [0.058, 0.045, -0.022], [-0.004, -0.011, -0.001], [0.002, 0.002, -0.004], [0.007, -0.003, -0.003], [-0.011, -0.009, -0.005], [-0.002, -0.006, -0.005], [0.002, -0.008, 0.002], [0.070, 0.103, -0.042], [-0.079, -0.013, -0.017], [-0.036, -0.053, 0.018], [0.050, 0.092, -0.046], [0.011, -0.031, 0.021], [0.007, 0.012, -0.003], [-0.051, -0.005, 0.027], [0.076, -0.077, 0.032], [0.145, -0.104, 0.102], [-0.181, -0.024, 0.007], [-0.030, -0.190, 0.069], [0.070, 0.070, -0.049], [-0.025, 0.026, -0.029], [0.010, -0.024, 0.014], [0.044, 0.132, -0.079], [-0.040, -0.068, 0.028], [0.040, -0.048, 0.048], [-0.009, -0.002, -0.003], [0.002, 0.002, -0.004], [-0.023, -0.045, 0.037], [0.011, 0.006, 0.007], [0.002, -0.004, 0.006], [0.007, -0.011, 0.007], [0.020, 0.042, 0.004], [0.001, 0.000, 0.034], [-0.013, 0.007, -0.020], [0.040, 0.085, 0.007], [-0.122, -0.167, 0.002], [-0.086, 0.038, 0.028], [0.164, -0.054, 0.013], [0.066, 0.069, 0.076], [-0.019, -0.017, -0.033], [-0.016, -0.023, -0.010], [0.011, -0.001, 0.048], [-0.018, 0.013, -0.021], [0.010, -0.014, 0.002], [-0.002, 0.002, -0.008], [-0.013, 0.014, -0.011], [-0.007, -0.020, -0.008], [-0.002, -0.001, -0.010], [0.009, -0.014, 0.019], [-0.010, 0.006, -0.020], [-0.001, -0.006, -0.027], [-0.006, -0.014, -0.006], [0.013, -0.008, 0.000], [0.012, -0.012, 0.024], [-0.156, 0.099, -0.064], [-0.008, 0.000, -0.008], [-0.001, 0.000, 0.001], [0.001, -0.002, -0.002], [0.002, 0.003, 0.007], [0.000, -0.002, 0.003]]
}



[2]
{
  "formula": "C3H4N2S3",
  "method": "the ωB97M-V functional and the def2-TZVPD basis",
  "smiles": "S/N=C1/SN=C[C@@H]1S",
  "mol_weight_g_mol": 164.3,
  "homo_lumo_gap_ev": 8.611,
  "de_lowest_kj_mol": 243.1,
  "species": ["S", "N", "C", "S", "N", "C", "C", "S", "H", "H", "H", "H"],
  "positions_angstrom": [[2.62385, -0.84639, -0.02683], [1.01169, -1.59003, -0.28298], [-0.01464, -0.91414, -0.20524], [-1.62507, -1.64914, -0.57555], [-2.65289, -0.31390, -0.10565], [-1.94641, 0.69428, 0.31806], [-0.31810, 0.37839, 0.38686], [0.59252, 1.47860, -0.79725], [3.53343, -1.82865, -0.63108], [-2.48474, 1.65119, 0.32360], [0.25261, 0.58022, 1.36913], [1.02776, 2.35957, 0.22694]],
  "forces_ev_per_a": [[-0.024, -1.600, -0.647], [3.761, -0.912, -1.055], [-3.200, -0.669, 1.360], [-0.585, 0.003, 0.182], [2.337, 0.839, 0.096], [1.139, -2.783, -1.005], [-0.387, 3.696, 0.608], [0.081, 1.953, 1.510], [-2.044, 1.104, 0.998], [0.791, -0.104, 0.686], [-1.440, -0.654, -1.256], [-0.430, -0.874, -1.476]]
}



[3]
{
  "formula": "C4H12Si",
  "method": "the ωB97M-V functional and the def2-TZVPD basis",
  "smiles": "CC(C)(C)[SiH3]",
  "mol_weight_g_mol": 88.2,
  "homo_lumo_gap_ev": 10.945,
  "de_lowest_kj_mol": 0.0,
  "species": ["C", "C", "C", "C", "Si", "H", "H", "H", "H", "H", "H", "H", "H", "H", "H", "H", "H"],
  "positions_angstrom": [[-1.37762, -0.68391, 0.52040], [-0.00923, -0.06302, 0.11531], [0.49860, 0.94871, 1.14505], [1.04064, -1.13627, 0.05995], [-0.21024, 0.80715, -1.63578], [-1.85820, -1.21847, -0.28238], [-2.05200, 0.08847, 0.89044], [-1.21518, -1.41357, 1.28250], [1.37181, 1.48833, 0.77663], [0.83483, 0.44076, 2.04482], [-0.24637, 1.67280, 1.45101], [1.97359, -0.76535, -0.40674], [0.76610, -2.02411, -0.50573], [1.29185, -1.44409, 1.05136], [-1.17540, 1.91851, -1.52919], [1.02439, 1.40707, -2.20963], [-0.65758, -0.02300, -2.76799]],
  "forces_ev_per_a": [[0.645, 0.990, -0.222], [-0.743, 0.419, -0.949], [-0.075, 0.232, -0.112], [0.968, -0.222, -1.343], [0.211, 0.084, 0.517], [-0.157, -0.085, -0.517], [-0.098, -0.069, -0.010], [0.093, -0.460, 0.876], [0.016, 0.079, -0.097], [-0.067, -0.227, 0.231], [-0.232, 0.235, -0.083], [-0.284, -0.096, 0.257], [-0.250, -0.059, -0.108], [0.177, -0.375, 0.820], [-0.142, 0.052, 0.130], [0.158, -0.050, 0.424], [-0.218, -0.448, 0.185]]
}



[4]
{
  "formula": "C4H3N2O3PS",
  "method": "the ωB97M-V functional and the def2-TZVPD basis",
  "smiles": "O=NP(=O)(N=O)c1cccs1",
  "mol_weight_g_mol": 190.1,
  "homo_lumo_gap_ev": [7.664, 8.135],
  "de_lowest_kj_mol": 624.4,
  "species": ["O", "N", "P", "O", "N", "O", "C", "C", "C", "C", "S", "H", "H", "H"],
  "positions_angstrom": [[3.33151, 1.34988, -1.11818], [2.39182, 0.69162, -1.52504], [1.49507, -0.21216, -0.26989], [2.18971, -1.88137, 0.09912], [1.89480, 1.04068, 0.82069], [2.99693, 1.58614, 0.68851], [-0.25675, -0.38238, -0.22425], [-1.09571, 0.57229, 0.23807], [-2.39270, 0.10428, 0.43896], [-2.52914, -1.19900, -0.04766], [-1.06431, -1.80102, -0.66199], [-0.68160, 1.54363, 0.48316], [-3.01735, 0.58929, 1.18961], [-3.26229, -2.00186, -0.11111]],
  "forces_ev_per_a": [[-0.335, -0.647, -1.430], [0.089, 0.199, 0.428], [3.269, -7.758, 1.881], [-2.983, 7.394, -1.909], [1.551, 0.770, 0.217], [-1.964, -0.555, 1.041], [1.394, 0.331, -1.386], [0.468, 0.814, 0.553], [-0.758, -1.113, 0.668], [0.615, 0.031, -0.148], [0.146, -0.353, 0.180], [-0.461, 0.011, 0.288], [-0.468, -0.047, -0.854], [-0.563, 0.922, 0.470]]
}



[5]
{
  "formula": "C7H12O",
  "method": "the ωB97M-V functional and the def2-TZVPD basis",
  "smiles": "C=CC(C=C)=CC.O",
  "mol_weight_g_mol": 112.2,
  "homo_lumo_gap_ev": 9.604,
  "de_lowest_kj_mol": 200.9,
  "species": ["C", "C", "C", "C", "C", "C", "C", "H", "H", "H", "H", "H", "H", "H", "H", "H", "H", "O", "H", "H"],
  "positions_angstrom": [[0.68602, 1.22136, 2.77322], [0.90859, 0.36256, 1.78658], [0.22974, 0.48239, 0.47666], [1.17656, 0.59192, -0.67831], [1.86301, -0.41498, -1.19337], [-1.09773, 0.54006, 0.30654], [-1.83247, 0.43973, -0.98943], [0.15521, 2.14517, 2.55949], [1.16594, 1.25956, 3.74528], [1.55588, -0.50932, 1.83244], [1.08001, 1.55565, -1.16701], [2.48260, -0.26455, -2.07622], [1.80145, -1.46683, -0.93898], [-1.68910, 0.77445, 1.19154], [-1.13725, 0.34404, -1.80679], [-2.40132, -0.49385, -1.00591], [-2.54890, 1.26015, -1.05356], [-0.81708, -2.70630, -0.90566], [-0.18045, -2.10684, -1.25484], [-1.40073, -3.01434, -1.60169]],
  "forces_ev_per_a": [[0.630, 0.829, 0.033], [-0.687, 0.216, 0.066], [0.047, 0.039, -0.466], [-1.300, -0.917, 0.108], [0.481, 0.043, -1.233], [0.452, 0.466, 0.561], [-0.108, -0.203, 0.692], [-0.380, -0.261, -0.065], [0.055, -0.615, -0.074], [0.097, 0.129, 0.389], [0.734, 0.083, -0.057], [-0.043, 0.181, 0.116], [0.007, 0.156, 0.776], [-0.066, -0.681, 0.028], [0.087, 0.471, -0.535], [-0.117, 0.057, 0.179], [0.140, 0.038, -0.500], [-0.757, -0.922, 0.918], [0.521, 0.719, -0.702], [0.207, 0.174, -0.236]]
}



[6]
{
  "formula": "C5H12N2O3",
  "method": "the ωB97M-V functional and the def2-TZVPD basis",
  "smiles": "CNC(=O)CC(=O)NC.O",
  "mol_weight_g_mol": 148.2,
  "homo_lumo_gap_ev": 9.774,
  "de_lowest_kj_mol": 168.2,
  "species": ["C", "N", "C", "O", "C", "C", "O", "N", "C", "H", "H", "H", "H", "H", "H", "H", "H", "H", "H", "O", "H", "H"],
  "positions_angstrom": [[0.00000, 0.00000, 0.00000], [-0.23396, -1.06266, -1.02309], [-0.49104, -0.76551, -2.31653], [-0.59605, 0.46052, -2.66823], [-0.73026, -1.92908, -3.30644], [0.53284, -2.29776, -4.16905], [1.69398, -2.10925, -3.71278], [0.32101, -2.90645, -5.31543], [1.27175, -3.42924, -6.30892], [0.43322, -0.42660, 0.92030], [-0.96560, 0.47037, 0.25093], [0.68184, 0.77841, -0.38180], [-0.25495, -2.04825, -0.74978], [-1.12569, -2.67911, -2.59471], [-1.57434, -1.58166, -3.93276], [-0.64380, -3.07949, -5.60826], [1.57905, -4.42530, -5.94831], [2.17773, -2.83652, -6.51984], [0.70646, -3.55397, -7.24780], [1.22215, -5.75720, -7.52568], [1.54149, -5.74897, -6.59497], [0.24116, -5.73750, -7.45150]],
  "forces_ev_per_a": [[-0.355, -0.342, -0.396], [0.244, -0.435, 0.453], [0.002, 4.152, -1.124], [0.331, -3.730, 0.709], [-0.176, 0.955, 0.594], [2.707, 0.578, 3.442], [-2.712, -0.225, -1.071], [-1.525, -0.393, -2.260], [-0.031, 0.018, 0.625], [-0.213, -0.066, -0.568], [0.429, -0.070, -0.091], [-0.366, -0.498, -0.039], [0.246, 0.827, -0.024], [0.455, -0.602, -1.059], [0.464, -0.296, 0.170], [0.557, 0.398, 0.490], [0.164, 1.255, 0.049], [-0.610, 0.076, 0.524], [0.469, 0.134, 0.588], [-0.681, -1.038, 0.375], [-0.459, -0.521, -1.345], [1.061, -0.177, -0.043]]
}



The evaluated electronic energy for the records listed, in turn: -5566.49465; -1420.68118; -449.06331; -1228.72495; -349.07211; -532.92996 Eh.